This record from OMol25 describes a structure of composition C24H31Br2Cl3EuF6N7O7S2. The level of theory is the ωB97M-V functional and the def2-TZVPD basis.

The HOMO energy (spin up / spin down) comes out at -4.647 / -8.918 eV. Its multiplicity is 7. As for the orbital gap (spin up / spin down): 0.1783 / 0.2410 Ha. The LUMO energy (spin up / spin down) is 0.203 / -2.361 eV. As for the total energy: -10477.6820 Ha. Its relative energy (zero: lowest compared OMol25 entry of this formula, charge and spin) is 377.31 kJ/mol.

Each line ends with the Löwdin charge.
Atoms and positions in Å:
Eu 0.04096 -0.34642 0.00528  1.945
N 1.58979 -2.46400 0.04811  -0.033
C 1.49249 -3.33551 -1.12242  -0.224
C 1.85500 -2.52175 -2.35011  -0.180
N 1.02102 -1.31347 -2.48524  -0.208
C 1.79044 -0.20849 -3.07895  -0.186
C 2.96250 0.21910 -2.20548  -0.227
N 2.49137 0.42551 -0.83206  -0.026
C -0.14717 -1.64427 -3.31322  -0.197
C -1.17823 -0.53168 -3.41013  -0.218
N -1.67385 -0.16090 -2.07854  -0.033
H 2.54215 -2.13230 0.20073  0.060
H 1.31428 -2.95142 0.89582  0.088
H 0.46678 -3.70057 -1.19065  0.099
H 2.15627 -4.20792 -1.06724  0.120
H 1.78692 -3.13840 -3.25648  0.128
H 2.89658 -2.22376 -2.25214  0.105
H 1.13224 0.65486 -3.17210  0.082
H 2.13810 -0.46978 -4.09075  0.138
H 3.38632 1.12607 -2.63680  0.106
H 3.75654 -0.52961 -2.20412  0.104
H 2.29163 1.41413 -0.70314  0.055
H 3.17755 0.17250 -0.12463  0.055
H -0.62518 -2.51931 -2.86536  0.115
H 0.17247 -1.92138 -4.33057  0.128
H -1.98324 -0.88444 -4.06569  0.121
H -0.76023 0.36018 -3.87795  0.097
H -2.35131 -0.84956 -1.75753  0.063
H -2.16037 0.73123 -2.12716  0.053
Br -0.57362 0.42726 3.84988  0.825
C 1.13651 -0.37444 3.93175  -0.560
C 1.61361 -0.86596 5.16001  -0.177
C 2.84614 -1.42880 5.23556  -0.599
Br 3.45873 -2.05785 6.92032  0.807
C 3.65637 -1.53410 4.08840  -0.193
C 4.94730 -2.10738 4.08214  -0.094
C 5.65312 -2.16155 2.92588  -0.092
C 5.07075 -1.64298 1.74905  -0.180
N 3.88699 -1.11139 1.70214  0.058
C 3.16055 -1.04230 2.85046  -0.139
C 1.86147 -0.43271 2.76183  -0.398
O 1.42228 0.05624 1.64816  -0.259
H 0.99675 -0.79391 6.04474  0.094
H 5.36121 -2.49565 5.00268  0.066
H 6.64368 -2.59264 2.89786  0.095
H 5.61732 -1.67614 0.81229  0.095
Cl -3.22061 -2.75793 2.92674  0.638
C -2.76625 -3.21903 1.29075  -1.500
Cl -4.10008 -2.85633 0.18277  0.617
Cl -2.39186 -4.95629 1.22667  0.626
C -1.47517 -2.48278 0.84000  -0.905
O -1.31747 -2.32432 -0.39267  -0.187
O -0.68457 -2.11058 1.71275  -0.127
C -4.35508 2.67663 1.86953  -0.022
C -4.55817 1.23374 1.39318  -0.570
C -5.22021 0.38098 2.48001  -0.038
C -5.37453 1.20310 0.09590  -0.022
C -3.23959 0.67080 1.10061  -0.119
N -2.21455 0.22796 0.84881  0.148
H -5.33143 3.10486 2.09512  0.096
H -3.87296 3.27643 1.09864  0.077
H -3.74460 2.70962 2.77103  0.095
H -6.18651 0.82318 2.72130  0.095
H -4.61370 0.35389 3.38422  0.089
H -5.37693 -0.64190 2.13920  0.062
H -6.34754 1.65478 0.28541  0.096
H -5.52697 0.17761 -0.24356  0.082
H -4.87339 1.76824 -0.68834  0.083
F -1.28008 5.39198 -0.30828  0.160
C -0.63236 4.31905 0.13160  -0.679
F 0.66170 4.58840 0.22763  0.160
F -1.09915 3.99229 1.33422  0.145
S -0.91623 2.89111 -1.00655  0.608
O -0.03526 1.87351 -0.41079  -0.466
O -2.32548 2.63175 -0.93532  -0.287
N -0.53430 3.30246 -2.43866  -0.270
S 0.87018 3.94596 -2.84672  0.607
O 1.99362 3.16796 -2.40950  -0.272
O 0.89391 5.36226 -2.67836  -0.246
C 0.72718 3.65629 -4.66345  -0.682
F 0.75380 2.34833 -4.93738  0.125
F -0.39435 4.16693 -5.15038  0.154
F 1.76799 4.23468 -5.26074  0.148

This record from OMol25 describes a cluster of 6 separate species, C28H44BN7O5P in total. The level of theory is the ωB97M-V functional and the def2-TZVPD basis.

The HOMO energy comes out at -4.803 eV. The charge is -1. As for the orbital gap: 0.2507 Ha. The LUMO energy is 2.018 eV. As for the total energy: -2219.0072 Ha.

Each line ends with the Löwdin charge.
Atoms and positions in Å:
N -6.55907 4.26988 0.14987  0.109
C -5.61679 3.77311 -0.42647  -0.337
O -4.47362 2.99275 -0.71776  -0.266
P -4.92644 1.28896 -0.57704  0.562
C -5.04949 1.31636 1.32738  -0.162
B -3.67416 1.73662 2.07997  -0.572
O -3.13839 0.79574 3.05776  0.038
O -2.90383 2.93817 1.83801  0.053
O -5.66382 -0.30123 -0.81516  -0.368
C -4.58050 -1.04710 -1.46046  -0.244
C -3.34934 -0.81023 -0.40441  -0.309
C -1.96780 -1.44189 -0.84827  -0.128
C -1.20443 -2.37145 0.19920  -0.200
C -1.85260 -2.51108 1.64946  -0.205
C -0.81397 -3.24816 2.63862  -0.260
N 0.25308 -2.28599 3.11493  -0.051
O -3.29481 0.66568 -0.34514  -0.311
H -6.29790 1.76962 -0.51927  0.021
H -4.88895 1.30293 -2.01633  0.048
H -5.31233 0.23988 1.65608  0.087
H -5.87847 1.99538 1.74520  0.083
H -2.17451 1.02659 3.09156  0.087
H -2.10363 2.65925 1.32773  0.102
H -4.29464 -0.69757 -2.52671  0.108
H -4.79908 -2.16505 -1.65887  0.117
H -3.86219 -1.07487 0.57663  0.130
H -1.26120 -0.57557 -1.14167  0.124
H -2.12279 -2.05791 -1.81524  0.116
H -0.13612 -1.94652 0.34309  0.089
H -1.07242 -3.42024 -0.23421  0.110
H -2.16427 -1.52702 2.13623  0.101
H -2.79925 -3.17881 1.63873  0.123
H -0.27272 -4.09390 2.06773  0.107
H -1.34027 -3.76470 3.52790  0.116
H -0.02375 -1.84307 4.00235  0.071
H 0.39457 -1.54879 2.40819  0.053
N 2.98500 -2.68185 1.75920  0.013
C 3.11178 -2.22793 0.47384  -0.148
C 4.17526 -2.88045 -0.10437  -0.126
C 4.70532 -3.76453 0.86672  -0.137
C 3.94863 -3.62208 2.00584  -0.142
H 2.28694 -2.37171 2.42421  0.091
H 2.43759 -1.48078 0.08224  0.104
H 4.53033 -2.73736 -1.11463  0.091
H 5.54634 -4.43184 0.74653  0.086
H 4.01404 -4.10706 2.96819  0.105
N 5.75402 0.42651 0.27587  0.013
C 5.40312 1.74470 0.16165  -0.136
C 6.13042 2.28967 -0.86830  -0.118
C 6.94617 1.26060 -1.39899  -0.118
C 6.69019 0.12174 -0.67496  -0.143
H 5.38043 -0.21982 0.95346  0.136
H 4.66914 2.18068 0.82228  0.106
H 6.07962 3.31462 -1.20302  0.067
H 7.64298 1.34317 -2.22028  0.081
H 7.09346 -0.87648 -0.75347  0.105
N 6.54528 4.85538 -3.51358  -0.001
C 5.57478 5.69376 -3.99384  -0.140
C 5.35916 5.38049 -5.31342  -0.116
C 6.22745 4.30963 -5.64015  -0.116
C 6.94492 4.00491 -4.50954  -0.144
H 6.90782 4.86241 -2.57435  0.130
H 5.12380 6.43969 -3.35716  0.105
H 4.65360 5.86725 -5.97040  0.090
H 6.31701 3.81580 -6.59652  0.089
H 7.70409 3.25919 -4.32848  0.101
N -10.88527 6.58514 3.05802  -0.021
C -10.74607 7.03728 1.77229  -0.160
C -9.69132 6.36819 1.19975  -0.110
C -9.17842 5.47547 2.17292  -0.109
C -9.93584 5.62858 3.30840  -0.150
H -11.57693 6.90469 3.71559  0.135
H -11.40661 7.79474 1.37775  0.095
H -9.32943 6.50496 0.19150  0.091
H -8.34727 4.79578 2.05473  0.067
H -9.88109 5.14217 4.27066  0.099
N 4.49768 -8.48126 0.11347  -0.003
C 5.29832 -8.99368 -0.87262  -0.152
C 5.61003 -7.97328 -1.73764  -0.117
C 4.97881 -6.80068 -1.25234  -0.115
C 4.30226 -7.14390 -0.10773  -0.141
H 4.11323 -9.00582 0.88197  0.143
H 5.57487 -10.03719 -0.87431  0.101
H 6.22516 -8.06070 -2.62114  0.088
H 5.01588 -5.81461 -1.69147  0.089
H 3.69925 -6.55393 0.56596  0.101

This record from OMol25 describes the molecule C5H11N. The level of theory is the ωB97M-V functional and the def2-TZVPD basis.

The SMILES is CC(C)=C(C)N. The HOMO energy comes out at -8.307 eV. As for the orbital gap: 0.3434 Ha. The LUMO energy is 1.036 eV. As for the total energy: -251.8295 Ha. Its relative energy (zero: lowest compared OMol25 entry of this formula, charge and spin) is 86.64 kJ/mol.

Each line ends with the Löwdin charge.
Atoms and positions in Å:
C -1.78394 -0.67668 0.02303  -0.065
N -0.19561 1.12540 -1.64328  0.050
C 0.25845 0.63416 -0.40536  -0.365
C -0.32984 -0.36364 0.26500  -0.306
C 0.39586 -1.23400 1.26533  -0.055
C 1.62920 1.12785 0.03794  -0.063
H -2.06330 -1.69385 0.31501  0.071
H -1.99074 -0.60862 -1.04064  0.062
H -2.45498 -0.01370 0.56118  0.078
H -0.28155 0.47019 -2.39977  0.079
H -0.84602 1.88805 -1.71900  0.079
H 1.46886 -1.07738 1.23716  0.060
H 0.12735 -2.24354 0.95768  0.077
H 0.06076 -1.05981 2.29358  0.085
H 1.91134 1.95087 -0.61831  0.066
H 1.70645 1.39366 1.08646  0.073
H 2.38771 0.38103 -0.21601  0.074

This record from OMol25 describes a structure of composition C11H20AlBeCl3CsF4NO8S2. The level of theory is the ωB97M-V functional and the def2-TZVPD basis.

The HOMO energy comes out at -5.500 eV. As for the orbital gap: 0.0671 Ha. The LUMO energy is -3.674 eV. As for the total energy: -3941.0085 Ha.

Each line ends with the Löwdin charge.
Atoms and positions in Å:
C 3.35806 -1.73581 -2.23022  -0.099
C 3.94411 -0.58555 -1.35197  -0.259
C 3.65639 0.82979 -1.94566  -0.201
C 3.66953 1.84840 -0.76921  -0.210
C 2.27064 2.32771 -0.29129  -0.308
C 1.11688 1.27852 -0.43507  -0.243
Al -0.23565 1.99076 -1.73935  0.373
C -2.07397 1.27602 -1.12998  -0.399
O -2.30625 1.30522 0.04182  0.010
N -3.13038 0.76508 -2.09516  0.129
C -3.19091 -0.64342 -1.95732  -0.393
O -3.12116 -1.39874 -2.83104  0.271
F -3.37674 -1.20173 -0.56659  -0.076
S 0.14285 1.42194 -3.94900  0.581
O 0.17440 -0.01362 -4.04800  -0.349
O -0.92800 1.94959 -4.78455  -0.373
F 1.55282 2.09293 -4.43119  -0.256
H 2.80961 -2.44167 -1.59319  0.065
H 4.14067 -2.25622 -2.79605  0.065
H 2.64435 -1.33862 -2.96709  0.059
H 3.54033 -0.68239 -0.33534  0.091
H 5.02778 -0.75847 -1.27617  0.100
H 2.71250 0.82078 -2.49394  0.068
H 4.51117 1.06675 -2.58981  0.109
H 4.28667 1.48672 0.06468  0.103
H 4.20060 2.74639 -1.13808  0.097
H 2.36924 2.56341 0.78285  0.079
H 2.00002 3.26997 -0.78981  0.038
H 1.45723 0.25428 -0.62710  0.050
H 0.59831 1.24790 0.54121  0.047
H -0.35058 3.57647 -1.63069  -0.074
H -4.06039 1.10210 -1.82132  0.143
Be -3.35448 -2.00969 1.06288  0.797
C 0.35897 5.97723 1.16383  -1.710
Cl 2.07080 5.63961 0.94689  0.630
Cl -0.61786 4.60064 0.69864  0.631
Cl 0.02479 6.44683 2.84596  0.461
H 0.09691 6.81625 0.51931  -0.286
C -2.94148 -4.51211 5.42870  -0.153
C -3.58035 -5.72867 4.80946  -0.173
O -3.75214 -5.36759 3.42238  -0.162
S -2.56294 -4.41849 2.99040  0.651
O -1.59333 -5.16033 2.32170  -0.173
O -3.16676 -3.20473 2.39113  -0.302
O -2.03613 -4.02846 4.42988  -0.169
H -3.68098 -3.72995 5.62677  0.127
H -2.40615 -4.74396 6.34448  0.144
H -4.53805 -5.97341 5.26760  0.133
H -2.91155 -6.59558 4.85009  0.101
F -1.52620 1.77056 -6.67992  -0.458
Cs -0.20878 8.67666 0.87770  1.300
F -1.17346 -6.63257 3.94618  -0.627